Here is C9H9FeN2O5S as an isolated structure in a non-equilibrium geometry from the OMol25 dataset. Energies are from ωB97M-V/def2-TZVPD.

Properties
Charge   +1
<S²>   6.06
Gap between HOMO and LUMO (alpha / beta)   8.123 / 6.104 eV
Multiplicity   5
LUMO level (alpha / beta)   -3.847 / -6.050 eV
F_max   0.1683 Eh/bohr

CARTESIAN COORDINATES (ANGSTROEM)
O: -0.42484 2.66777 -5.81320
C: -0.48146 1.78062 -5.05851
Fe: -0.58127 1.19317 -2.71465
C: -0.35264 1.29307 -0.88369
O: -0.31927 1.88987 0.14421
C: -0.59731 -0.67678 -2.90385
O: -0.70032 -1.64409 -2.20154
C: 1.21176 1.39303 -2.83214
O: 2.33829 1.45205 -3.13574
C: -2.43208 1.48672 -2.79514
O: -3.57107 1.34264 -2.77214
H: -0.21335 -0.66314 -3.99409
S: 1.67395 -0.31182 -0.62536
C: 1.00659 -0.77100 0.89533
N: -0.17398 -1.34185 1.11128
C: -0.81856 -1.40978 2.44321
C: -0.18241 -0.45653 3.41675
C: 1.32658 -0.52523 3.34910
N: 1.79651 -0.52180 1.94933
H: -0.79607 -1.36421 0.24474
H: -0.74725 -2.45225 2.78584
H: -1.88160 -1.22294 2.27064
H: -0.56878 -0.69382 4.42976
H: -0.53846 0.55869 3.14970
H: 1.67547 -1.42275 3.88827
H: 1.74675 0.34542 3.88764
H: 2.60481 0.07494 1.76424

Cartesian forces (eV/Å) of the 2 atoms listed first:
-0.25 -4.01 3.30
0.19 4.20 -3.64

These are the natural (NBO) partial charges, in e, on atoms 1 to 8:
1 O -0.40
2 C 0.49
3 Fe 0.53
4 C 0.37
5 O -0.48
6 C 0.14
7 O -0.44
8 C 0.48